[1]
{"formula": "C7H9FOS", "method": "ωB97M-V with the def2-TZVPD basis set", "orbital_gap_ev": 8.319, "e_above_lowest_kcal_mol": 88.36, "species": ["C", "C", "C", "C", "C", "C", "C", "O", "F", "S", "H", "H", "H", "H", "H", "H", "H", "H", "H"], "coordinates": [[-1.9340, 0.4720, -0.8740], [-1.0964, 1.4805, -0.7752], [-1.2066, -0.7910, 1.1209], [-2.0146, -0.6719, 0.0780], [2.6762, -0.2144, -0.3517], [0.1114, 1.5731, 0.1283], [0.1527, -0.1016, 1.0426], [0.5963, -1.2550, -1.3703], [-3.1549, -1.2827, 0.0695], [1.2617, -1.0157, -0.1177], [-2.7164, 0.2011, -1.6826], [-1.1000, 2.2330, -1.5557], [-1.3360, -1.6811, 1.8980], [3.0555, -0.6264, -1.2727], [3.3241, -0.0557, 0.5163], [1.0959, 1.4294, -0.3863], [-0.0519, 2.4381, 0.7184], [0.7302, 0.0584, 1.9858], [1.6068, -2.1903, 0.8286]]}

=====

[2]
{"formula": "C37H36CdN2O7P", "method": "ωB97M-V with the def2-TZVPD basis set", "total_charge": -1, "orbital_gap_ev": 8.008, "e_above_lowest_kcal_mol": 21.19, "species": ["Cd", "C", "C", "C", "C", "C", "C", "C", "C", "C", "C", "H", "H", "H", "H", "H", "H", "H", "H", "H", "H", "H", "H", "H", "H", "O", "C", "O", "C", "P", "C", "C", "C", "C", "C", "C", "C", "C", "C", "C", "C", "C", "H", "H", "H", "H", "H", "H", "H", "H", "H", "H", "H", "H", "O", "N", "N", "O", "C", "C", "C", "C", "C", "C", "H", "H", "H", "H", "H", "O", "C", "C", "C", "C", "C", "C", "C", "O", "O", "H", "H", "H", "H", "H"], "coordinates": [[-0.2203, -0.7383, -0.5072], [0.8698, 1.3981, -3.8748], [1.5791, 2.3566, -2.9138], [3.0475, 1.9699, -2.7652], [0.8453, 2.4979, -1.5871], [-0.5249, 2.7733, -1.5792], [-1.1950, 3.0841, -0.4110], [-0.5300, 3.1416, 0.8136], [-1.2448, 3.6061, 2.0484], [0.8113, 2.7840, 0.8228], [1.4896, 2.4703, -0.3544], [1.4435, 1.3069, -4.8004], [-0.1295, 1.7446, -4.1367], [0.7824, 0.4061, -3.4315], [1.5539, 3.3557, -3.3692], [3.1423, 0.9946, -2.2855], [3.6041, 2.7073, -2.1842], [3.5111, 1.9100, -3.7519], [-1.0759, 2.7702, -2.5110], [-2.2561, 3.3015, -0.4465], [-1.5923, 4.6340, 1.9164], [-0.5971, 3.5744, 2.9240], [-2.1035, 2.9713, 2.2644], [1.3520, 2.7833, 1.7636], [2.5459, 2.2397, -0.2984], [-2.2655, 1.3237, 4.2596], [-1.8695, 0.5961, 3.3438], [-2.3763, 0.3945, 2.2062], [-0.5876, -0.2215, 3.5856], [-0.1324, -1.0863, 2.0496], [-1.1701, -2.6077, 2.0174], [-0.6456, -3.8892, 2.1712], [-1.4573, -5.0073, 2.0537], [-2.8062, -4.8620, 1.7650], [-3.3317, -3.5917, 1.5839], [-2.5229, -2.4717, 1.7029], [1.5566, -1.6561, 2.5046], [1.8340, -2.4147, 3.6379], [3.1418, -2.7408, 3.9725], [4.1952, -2.2956, 3.1872], [3.9341, -1.5103, 2.0717], [2.6263, -1.1943, 1.7369], [-0.7873, -0.9793, 4.3493], [0.2409, 0.3960, 3.9338], [0.4105, -4.0281, 2.3464], [-1.0262, -5.9942, 2.1699], [-3.4388, -5.7353, 1.6644], [-4.3775, -3.4644, 1.3350], [-2.9365, -1.4784, 1.5719], [1.0256, -2.7559, 4.2734], [3.3354, -3.3416, 4.8525], [5.2142, -2.5553, 3.4448], [4.7478, -1.1539, 1.4528], [2.4301, -0.6052, 0.8477], [1.7167, -0.7824, -1.6334], [2.4284, -1.8443, -1.7190], [2.0479, -2.8075, -0.9739], [1.0470, -2.7786, -0.1611], [2.8782, -3.9811, -0.9657], [3.6592, -4.3158, -2.0610], [4.4574, -5.4461, -1.9923], [4.4704, -6.2330, -0.8470], [3.6756, -5.8844, 0.2357], [2.8701, -4.7564, 0.1812], [3.6348, -3.6948, -2.9443], [5.0678, -5.7177, -2.8439], [5.0926, -7.1174, -0.8034], [3.6803, -6.4908, 1.1322], [2.2418, -4.4569, 1.0070], [-3.6212, -3.7280, -2.5165], [-3.7384, -2.8023, -3.5034], [-4.5827, -3.0198, -4.5897], [-4.7248, -2.0594, -5.5772], [-4.0347, -0.8596, -5.4862], [-3.2035, -0.6455, -4.3980], [-3.0267, -1.6044, -3.4065], [-2.0547, -1.3064, -2.3044], [-1.4206, -2.2307, -1.7499], [-1.8748, -0.0889, -2.0022], [-4.1814, -4.4816, -2.7344], [-5.1321, -3.9537, -4.6527], [-5.3826, -2.2513, -6.4159], [-4.1465, -0.1003, -6.2480], [-2.6596, 0.2831, -4.2880]]}

=====

[3]
{"formula": "C3H6OS2", "method": "ωB97M-V with the def2-TZVPD basis set", "orbital_gap_ev": 9.079, "e_above_lowest_kcal_mol": 36.61, "species": ["C", "S", "C", "O", "C", "S", "H", "H", "H", "H", "H", "H"], "coordinates": [[2.2421, -0.1910, -0.1134], [0.6104, -0.9321, -0.2786], [-0.3151, 0.5983, -0.0717], [-1.6970, 0.4749, -0.3868], [-2.4535, -0.4285, 0.1498], [-4.0220, -0.4828, -0.2301], [2.4392, 0.2739, 0.8569], [2.5019, 0.3641, -0.9925], [2.8991, -1.0982, -0.1308], [0.0658, 1.4467, -0.6828], [-0.2642, 1.0385, 0.9412], [-2.0068, -1.0637, 0.9387]]}

=====

[4]
{"formula": "C35H96Hg2N8O11", "method": "ωB97M-V with the def2-TZVPD basis set", "total_charge": 2, "orbital_gap_ev": 8.515, "species": ["Hg", "Hg", "O", "C", "C", "O", "H", "H", "H", "H", "C", "C", "C", "O", "C", "N", "H", "H", "H", "H", "H", "H", "H", "H", "H", "H", "H", "C", "C", "C", "O", "C", "N", "H", "H", "H", "H", "H", "H", "H", "H", "H", "H", "H", "C", "C", "C", "O", "C", "N", "H", "H", "H", "H", "H", "H", "H", "H", "H", "H", "H", "C", "C", "C", "O", "C", "N", "H", "H", "H", "H", "H", "H", "H", "H", "H", "H", "H", "C", "C", "C", "O", "C", "N", "H", "H", "H", "H", "H", "H", "H", "H", "H", "H", "H", "C", "C", "C", "O", "C", "N", "H", "H", "H", "H", "H", "H", "H", "H", "H", "H", "H", "C", "C", "C", "O", "C", "N", "H", "H", "H", "H", "H", "H", "H", "H", "H", "H", "H", "C", "C", "C", "O", "C", "N", "H", "H", "H", "H", "H", "H", "H", "H", "H", "H", "H", "C", "O", "H", "H", "H", "H"], "coordinates": [[0.7845, -1.2069, 0.1150], [0.1625, 2.6506, 2.7681], [0.4615, 0.7794, 0.2680], [-0.7908, 1.2223, -0.3162], [-1.6990, 1.7267, 0.7651], [-1.2431, 2.9122, 1.4102], [-1.1892, 0.3986, -0.9421], [-0.6151, 1.9378, -1.1269], [-1.8512, 0.8306, 1.3826], [-2.7366, 1.9129, 0.2695], [-0.6383, -1.7683, 3.9782], [0.5821, -2.1569, 4.6609], [1.5179, -2.5838, 3.5498], [0.9828, -3.6315, 2.7076], [0.8441, -4.9556, 3.2814], [1.2738, -1.0629, 5.3718], [-1.2184, -2.5467, 3.4927], [-0.3706, -0.8698, 3.3244], [-1.3047, -1.4143, 4.7699], [0.3194, -2.9053, 5.3055], [2.5317, -2.9008, 3.9455], [1.7480, -1.7483, 2.8641], [0.2247, -5.0670, 4.1932], [1.8378, -5.3849, 3.4630], [0.3985, -5.6340, 2.5289], [0.7670, -0.8254, 6.2131], [2.1269, -1.4198, 5.8206], [1.4542, 4.5506, -1.7435], [0.7554, 5.1960, -0.4589], [0.9888, 6.6386, -0.2341], [2.1963, 6.8654, 0.4516], [2.8313, 8.0666, 0.1235], [-0.6718, 5.0025, -0.6387], [2.5393, 4.4787, -1.6561], [1.0466, 5.1729, -2.6160], [1.2363, 3.5190, -1.9336], [1.1890, 4.7521, 0.3517], [0.1176, 7.0836, 0.3235], [0.8753, 7.0502, -1.2415], [2.3623, 8.8992, 0.5898], [2.8332, 8.2451, -0.9487], [3.8786, 7.9570, 0.3387], [-0.9547, 4.1068, -0.2462], [-1.1996, 5.6772, -0.1017], [-3.5080, -2.2837, -3.6895], [-2.9986, -0.9968, -4.1482], [-3.9382, -0.1397, -4.9402], [-3.2362, 0.8783, -5.6290], [-4.1258, 1.8181, -6.2375], [-2.5303, -0.1087, -3.0662], [-3.5593, -2.9721, -4.5324], [-4.4808, -2.2661, -3.2289], [-2.8865, -2.7393, -2.9560], [-2.0349, -1.1735, -4.6947], [-4.7175, 0.1562, -4.1896], [-4.4419, -0.7534, -5.6785], [-4.7188, 2.4440, -5.5536], [-4.8258, 1.1847, -6.8714], [-3.4567, 2.4357, -6.9029], [-3.2961, 0.1757, -2.3987], [-2.3611, 0.7943, -3.4870], [2.8376, -0.2823, -3.0526], [1.4031, 0.1158, -2.9400], [1.1442, 0.8806, -4.1758], [2.1073, 1.9544, -4.1968], [2.0353, 2.6512, -5.3981], [0.5331, -1.0395, -2.5837], [3.1197, -0.7576, -2.0685], [3.5233, 0.5811, -3.1919], [2.9857, -1.0710, -3.7941], [1.2975, 0.7762, -2.1111], [0.1607, 1.3233, -4.2212], [1.1926, 0.1340, -4.9803], [2.6584, 3.5032, -5.2799], [1.0097, 2.9926, -5.6272], [2.3721, 2.0027, -6.2536], [-0.4378, -0.8386, -2.6287], [0.7241, -1.7873, -3.2868], [0.7006, -5.5218, -0.4324], [0.2326, -4.0970, -0.5806], [-1.1071, -3.8344, 0.0531], [-1.5759, -2.5193, -0.0707], [-2.9407, -2.4473, 0.4529], [1.3694, -3.1883, -0.0633], [-0.2741, -6.1026, -0.3988], [1.4237, -5.7682, 0.4397], [1.1670, -5.9558, -1.3260], [0.1358, -3.8388, -1.6238], [-1.2060, -4.2424, 1.1411], [-1.8220, -4.5101, -0.5249], [-3.3844, -3.3974, 0.3356], [-3.5205, -1.7942, -0.2056], [-3.0071, -2.1882, 1.4983], [1.6697, -3.5244, 0.8569], [2.0857, -3.2007, -0.8242], [-4.6033, -5.8657, -2.6993], [-3.2244, -6.0918, -3.2360], [-2.5248, -7.3626, -2.7017], [-2.2631, -7.2631, -1.3324], [-2.1801, -8.5541, -0.7254], [-3.3799, -6.2857, -4.6535], [-5.1725, -6.7676, -2.4134], [-5.2307, -5.1710, -3.2436], [-4.5460, -5.2617, -1.7899], [-2.5832, -5.2228, -3.0208], [-1.5648, -7.6210, -3.1241], [-3.2833, -8.0749, -2.9537], [-1.9941, -8.3451, 0.3360], [-1.3590, -9.0982, -1.1515], [-3.1335, -9.0921, -0.8880], [-4.1975, -5.7309, -4.9448], [-2.6200, -5.8593, -5.2276], [-1.8834, 6.1842, 3.0619], [-0.5234, 5.9408, 3.7875], [-0.9253, 5.1391, 5.0063], [0.2262, 4.7318, 5.7214], [0.3116, 5.0960, 7.0907], [0.3989, 5.1190, 2.9432], [-1.7523, 7.0220, 2.2840], [-2.6028, 6.5832, 3.7448], [-2.1124, 5.1758, 2.6182], [-0.1292, 6.9451, 4.1447], [-1.3332, 4.1549, 4.6347], [-1.5913, 5.6528, 5.6459], [-0.5223, 4.7439, 7.7287], [0.2864, 6.2053, 7.1439], [1.2888, 4.6604, 7.4289], [0.4335, 5.5193, 1.9571], [1.3734, 5.3135, 3.2666], [3.2630, 0.9801, 3.0836], [2.8457, 2.1205, 4.0329], [3.1799, 3.4370, 3.4419], [2.6691, 3.6341, 2.0756], [3.6884, 3.5514, 1.0947], [1.3885, 2.1082, 4.3519], [3.1422, -0.0413, 3.4465], [4.2979, 1.0657, 2.8785], [2.6306, 1.0840, 2.1834], [3.3680, 2.0695, 5.0110], [4.2557, 3.5852, 3.4158], [2.7148, 4.2173, 4.0489], [4.1851, 2.5720, 1.1229], [4.4672, 4.2718, 1.2445], [3.1710, 3.7214, 0.1202], [1.2295, 2.7916, 5.1088], [1.1486, 1.2230, 4.8097], [5.0248, -5.3061, -0.7472], [4.0276, -4.2946, -0.8727], [5.8190, -5.0255, -0.0857], [4.6529, -6.2067, -0.3581], [5.4464, -5.5751, -1.7217], [4.4201, -3.5147, -1.2805]]}

=====

[5]
{"formula": "C6H12O", "method": "ωB97M-V with the def2-TZVPD basis set", "orbital_gap_ev": 9.326, "e_above_lowest_kcal_mol": 40.42, "species": ["C", "C", "C", "C", "C", "C", "H", "H", "H", "H", "H", "H", "H", "H", "H", "H", "O", "H", "H"], "coordinates": [[1.7808, -1.1185, 1.1882], [1.7691, -0.1066, 0.2997], [0.6112, -0.0196, -0.6307], [0.8593, 0.7692, -1.8577], [-0.6094, -0.4432, -0.2851], [-1.9177, -0.3679, -0.9695], [1.1258, -1.9691, 1.2041], [2.6182, -1.2258, 1.8703], [2.5698, 0.6169, 0.2761], [1.5368, 0.3327, -2.5922], [1.2944, 1.7457, -1.6189], [-0.0621, 1.1233, -2.3334], [-0.7582, -0.8223, 0.7167], [-2.4806, 0.5041, -0.6266], [-2.5804, -1.2294, -0.8251], [-1.9085, -0.2809, -2.0629], [-1.6563, 0.8274, 2.5747], [-0.9689, 0.1513, 2.5744], [-1.2233, 1.5129, 3.0978]]}